Here is 2 unconnected molecules or ions with the total composition C3H7NO2 from the Open Molecules 2025 dataset. Energies are from ωB97M-V/def2-TZVPD.

The geometry in XYZ format:
```
13
Properties=species:S:1:pos:R:3:lowdin_charge:R:1
C 1.24 0.43 0.03 0.0061
C 0.07 0.99 -0.27 -0.1151
C -0.96 0.33 -1.13 -0.5501
N -0.87 -1.04 -1.24 0.1520
O -1.77 1.00 -1.74 0.0521
H 1.50 -0.57 -0.31 0.0797
H 1.99 0.94 0.63 0.0804
H -0.17 2.00 0.04 0.1151
H -0.57 -1.59 -0.45 0.0932
H -1.61 -1.45 -1.80 0.1071
O 0.34 -0.74 2.06 -0.0746
H -0.14 -0.06 1.57 0.0064
H 0.96 -0.25 2.61 0.0477
```

Results
F_max = 0.7 eV Å⁻¹
calculated total energy = -323.7279 Ha
lowest unoccupied orbital energy = 0.6 eV
multiplicity = 1
HOMO level = -10.0 eV
gap between HOMO and LUMO = 0.3895 hartree
energy above the lowest of the compared OMol25 structures with the same formula, charge and spin = 1.444 eV
SMILES = C=CC(N)=O.O

Here is C3H6N2O in the gas phase from the Open Molecules 2025 dataset. Energies are from ωB97M-V/def2-TZVPD.

The geometry in XYZ format:
```
12
Properties=species:S:1:pos:R:3:lowdin_charge:R:1
C -1.96 1.21 -0.10 -0.0935
C -0.79 -0.65 0.49 -0.1047
O -0.70 0.67 0.30 -0.1828
N 0.45 -1.17 0.39 0.0100
C 1.64 -0.55 0.01 -0.2710
N 2.63 -1.26 -0.34 0.0947
H -1.81 2.28 -0.26 0.0872
H -2.26 0.74 -1.04 0.0839
H -2.73 1.03 0.66 0.0849
H 0.50 -2.18 0.41 0.1220
H 1.60 0.54 0.06 0.1242
H 3.42 -0.66 -0.58 0.0451
```

Results
F_max = 0.6 eV Å⁻¹
calculated total energy = -302.5865 Ha
lowest unoccupied orbital energy = 1.0 eV
multiplicity = 1
HOMO level = -8.9 eV
gap between HOMO and LUMO = 0.3632 hartree
energy above the lowest of the compared OMol25 structures with the same formula, charge and spin = 2.901 eV